Entry A
Entry from OMol25: the molecule C4H6N2O (the ωB97M-V functional and the def2-TZVPD basis).

Each line ends with the Löwdin charge.
Positions of all 13 atoms, in Å:
C1 0.4457 1.0541 -1.5481  -0.066
C2 -0.2844 -1.2320 -1.1242  0.045
C3 -0.6814 0.2163 -0.9278  -0.421
N1 -0.7881 0.4655 0.5095  0.139
C4 -0.4465 -0.6274 1.0354  -0.469
N2 -0.3735 -1.0232 2.3300  0.169
O1 -0.1256 -1.6659 0.1142  0.007
H1 0.4521 0.9395 -2.6339  0.078
H2 0.3295 2.1094 -1.2908  0.079
H3 1.4043 0.7096 -1.1464  0.081
H4 -1.6285 0.4165 -1.4427  0.141
H5 0.2605 -1.7792 2.5318  0.107
H6 -0.4377 -0.2932 3.0211  0.110

The value obtained for the HOMO-LUMO gap is 0.35924 hartree. Its LUMO energy is 0.74 eV. As for the spin multiplicity: 1.

Entry B
Entry from OMol25: a cluster of 2 separate species, C4H6N2O in total (the ωB97M-V functional and the def2-TZVPD basis).

Each line ends with the Löwdin charge.
Positions of all 13 atoms, in Å:
C1 1.9954 0.2414 0.3275  -0.324
C2 2.4626 -0.7472 -0.2847  0.014
C3 -1.7612 1.3317 -0.6591  0.035
C4 -1.1477 -0.8252 0.6565  -0.128
N1 -0.7074 -0.8270 -0.7265  0.078
N2 -1.3509 0.1993 -0.3359  -0.251
O1 1.4887 1.1325 0.9221  0.121
H1 3.4500 -0.9830 0.1080  0.091
H2 1.7731 -1.0196 -0.9884  0.029
H3 -1.4719 1.8773 -1.5992  0.106
H4 -2.2620 1.8662 0.0119  0.024
H5 -2.0038 -1.5169 1.0718  0.125
H6 -0.4648 -0.7294 1.4959  0.081

The value obtained for the HOMO-LUMO gap is 0.34012 hartree. Its LUMO energy is 0.92 eV. As for the spin multiplicity: 1.

Entry C
Entry from OMol25: the molecule C4H6N2O (the ωB97M-V functional and the def2-TZVPD basis).

Each line ends with the Löwdin charge.
Positions of all 13 atoms, in Å:
N1 -0.9226 0.7197 -1.6706  0.141
C1 -0.4094 0.2355 -0.4840  -0.292
C2 0.9792 0.0887 -0.1858  -0.467
O1 1.9673 0.6636 -0.9602  -0.174
C3 0.9951 -0.4285 1.1967  -0.001
C4 -0.2838 -0.6614 1.5698  -0.106
N2 -1.1392 -0.2407 0.5417  0.091
H1 -0.1254 0.9491 -2.2621  0.096
H2 -1.4997 1.5470 -1.5546  0.103
H3 1.3765 -0.6966 -0.9223  0.231
H4 1.8871 -0.6420 1.7692  0.112
H5 -0.6957 -1.1081 2.4637  0.109
H6 -2.1293 -0.4261 0.4985  0.157

The value obtained for the HOMO-LUMO gap is 0.29149 hartree. Its LUMO energy is 0.56 eV. As for the spin multiplicity: 1.

Entry D
Entry from OMol25: the molecule C4H6N2O (the ωB97M-V functional and the def2-TZVPD basis).

Each line ends with the Löwdin charge.
Positions of all 13 atoms, in Å:
C1 2.2314 0.3657 -0.3766  -0.063
O1 1.3259 -0.7120 -0.1382  -0.049
C2 0.0600 -0.3532 0.0561  -0.398
C3 -0.9929 -1.3541 0.3112  -0.075
N1 -2.0922 -0.7693 0.5830  0.065
C4 -1.8360 0.6281 0.2701  -0.252
N2 -0.4204 0.8375 0.0481  0.133
H1 1.9139 0.9461 -1.2472  0.091
H2 3.2052 -0.0918 -0.5550  0.091
H3 2.2740 1.0274 0.4937  0.093
H4 -0.9093 -2.4308 0.2730  0.114
H5 -2.4591 0.5146 -0.6226  0.129
H6 -2.3004 1.3919 0.9045  0.121

The value obtained for the HOMO-LUMO gap is 0.40127 hartree. Its LUMO energy is 0.82 eV. As for the spin multiplicity: 1.

Relative energies, eV: entry A 1.042; entry B 4.509; entry C 2.134; entry D 0.000.

Entry A
Entry from OMol25: the molecule C4H6N2O (the ωB97M-V functional and the def2-TZVPD basis).

Each line ends with the Löwdin charge.
Positions of all 13 atoms, in Å:
C1 -0.4502 0.7792 -1.4774  -0.142
C2 -0.7616 -1.1537 -0.5000  -0.153
C3 -0.0446 -0.2416 0.4986  -0.301
C4 0.6398 -0.5078 1.6066  0.050
H1 1.5422 1.6969 0.2381  0.094
H2 -0.3736 1.5776 -2.1976  0.127
H3 -1.7516 -1.3729 -0.1468  0.113
H4 -0.2006 -2.0927 -0.6179  0.121
H5 0.6342 -1.5666 1.9428  0.072
H6 1.0717 0.2551 2.2526  0.058
N1 -0.1678 1.0092 -0.1231  -0.124
N2 -0.7964 -0.4221 -1.7733  0.054
O1 0.6583 2.0393 0.2973  0.031

The value obtained for the HOMO-LUMO gap is 0.34587 hartree. Its LUMO energy is 0.80 eV. As for the spin multiplicity: 1.

Entry B
Entry from OMol25: the molecule C4H6N2O (the ωB97M-V functional and the def2-TZVPD basis).

Each line ends with the Löwdin charge.
Positions of all 13 atoms, in Å:
N1 -0.1426 0.7353 -0.4459  0.077
C1 1.2075 0.5394 -0.3035  -0.540
C2 1.4145 -1.0837 0.9448  0.039
C3 -1.1908 -0.0482 0.0153  -0.210
C4 -2.4467 0.3814 0.0829  0.007
N2 1.6993 -0.8566 -0.3009  0.039
O1 2.0097 1.4047 -0.6058  0.071
H1 -0.3656 1.6844 -0.7209  0.156
H2 2.6134 -1.0129 -0.7498  0.153
H3 2.0287 -1.8711 1.4106  0.032
H4 -0.8721 -0.9942 0.4308  0.081
H5 -3.2097 -0.2285 0.5340  0.045
H6 -2.7456 1.3501 -0.2916  0.050

The value obtained for the HOMO-LUMO gap is 0.34139 hartree. Its LUMO energy is 0.58 eV. As for the spin multiplicity: 1.

Relative energies, eV: entry A 0.000; entry B 0.869.